1.
A 2-piece molecular cluster, C5H7N3 overall, computed with ωB97M-V/def2-TZVPD.

Element x y z (Å)
1 C -0.04324 -2.60999 0.00391
2 C 0.36098 -1.81681 -2.17448
3 C 0.22067 0.08727 1.09765
4 C -0.25644 1.16613 -0.98221
5 C -0.32927 -1.60531 -0.94473
6 N 0.03033 -3.60350 0.57730
7 N 0.84268 -1.93407 -3.20843
8 N 0.46533 0.14076 -0.33820
9 H 0.91979 0.90780 1.55653
10 H -0.88563 0.42512 1.29550
11 H 0.64530 -0.80957 1.49672
12 H -0.10687 1.08050 -2.11786
13 H -1.39240 1.16205 -0.99783
14 H 0.14212 2.08892 -0.55114
15 H -1.31790 -1.29666 -0.95527

Cartesian forces (eV/Å) of the 3 atoms listed first:
C -0.3 -1.3 0.4
C -0.5 0.3 -0.7
C -0.2 3.4 0.0

Output
Relative energy (zero: lowest compared OMol25 entry of this formula, charge and spin)   105.9 kcal/mol
Net charge   0
Kohn-Sham gap (alpha / beta)   8.9278 / 8.9286 eV
M   109.132 g/mol

The computed Mulliken charges, all in e, follow: number 1, C, carries 0.096; number 2, C, carries 0.263; number 3, C, carries -0.889; number 4, C, carries -0.841; number 5, C, carries 0.117; number 6, N, carries -0.382; number 7, N, carries -0.401; number 8, N, carries -0.256; number 9, H, carries 0.318; number 10, H, carries 0.293; number 11, H, carries 0.392; number 12, H, carries 0.261; number 13, H, carries 0.323; number 14, H, carries 0.359; number 15, H, carries 0.347


2.
One molecule with the formula C5H7N3, computed with ωB97M-V/def2-TZVPD.

Element x y z (Å)
1 C 0.79858 0.65796 -0.80481
2 C 0.41242 -1.66608 -0.51866
3 C -0.75565 -0.89579 0.09669
4 C -0.38092 0.06843 1.14366
5 C -0.85045 1.49200 1.01058
6 H 1.46058 0.96662 -2.48006
7 H 0.13100 -2.68382 -0.90672
8 H 1.46247 -1.54184 -0.01633
9 H -1.78188 -1.40300 0.26183
10 H -0.01359 -0.45731 2.10212
11 H -1.84674 1.56944 0.35909
12 H -0.74418 2.03801 1.95453
13 N 1.73548 1.24342 -1.56811
14 N -0.08936 -0.41672 -1.18085
15 N 0.46225 1.02868 0.54705

Cartesian forces (eV/Å) of the 3 atoms listed first:
C 0.8 2.3 -1.2
C 0.2 0.2 1.5
C 0.1 -1.2 -0.5

Output
Relative energy (zero: lowest compared OMol25 entry of this formula, charge and spin)   108.0 kcal/mol
Net charge   0
SMILES string   N=C1N2C[C@H]2[C@@H]2CN12
Kohn-Sham gap   10.3475 eV
M   109.132 g/mol

The computed Mulliken charges, all in e, follow: number 1, C, carries 0.567; number 2, C, carries -0.486; number 3, C, carries -0.086; number 4, C, carries -0.112; number 5, C, carries -0.318; number 6, H, carries 0.279; number 7, H, carries 0.276; number 8, H, carries 0.245; number 9, H, carries 0.297; number 10, H, carries 0.241; number 11, H, carries 0.241; number 12, H, carries 0.280; number 13, N, carries -0.659; number 14, N, carries -0.486; number 15, N, carries -0.279


3.
One molecule with the formula C5H7N3, computed with ωB97M-V/def2-TZVPD.

Element x y z (Å)
1 C -1.64508 -0.65356 -0.07800
2 C 0.73292 -1.44696 0.14649
3 C 2.02421 -0.71408 -0.09534
4 C 1.74253 0.52783 0.00088
5 C 0.39672 0.88734 -0.15416
6 H -3.61978 -0.39839 0.09632
7 H -1.45400 -1.84862 -0.23288
8 H 0.65855 -1.54317 1.42491
9 H 0.40369 -2.39679 -0.53961
10 H 2.95229 -1.23618 0.02257
11 H 2.62689 1.16213 -0.02160
12 H 0.57860 2.83858 -0.06251
13 N -2.66911 0.03202 0.03352
14 N -0.26004 -0.39622 -0.10416
15 N -0.16430 2.05263 0.12687

Cartesian forces (eV/Å) of the 3 atoms listed first:
C 2.3 -5.1 -0.5
C -2.1 -1.3 1.2
C -1.1 -4.3 1.2

Output
Relative energy (zero: lowest compared OMol25 entry of this formula, charge and spin)   98.6 kcal/mol
Net charge   0
SMILES string   [H]/N=C/N1CC=C/C1=N\[H]
Kohn-Sham gap   9.1994 eV
M   109.132 g/mol

The computed Mulliken charges, all in e, follow: number 1, C, carries 0.173; number 2, C, carries -0.321; number 3, C, carries -0.733; number 4, C, carries -0.365; number 5, C, carries 0.599; number 6, H, carries 0.267; number 7, H, carries 0.109; number 8, H, carries 0.227; number 9, H, carries 0.320; number 10, H, carries 0.391; number 11, H, carries 0.280; number 12, H, carries 0.241; number 13, N, carries -0.551; number 14, N, carries 0.020; number 15, N, carries -0.658


4.
One molecule with the formula C5H7N3, computed with ωB97M-V/def2-TZVPD.

Element x y z (Å)
1 C -0.75992 0.61529 -0.83826
2 C 0.37010 0.74647 0.08546
3 C 0.70843 1.07875 1.45468
4 C 0.26891 -1.48634 0.62545
5 C -0.67613 -0.44345 0.27381
6 H 0.29585 -0.26351 -2.31090
7 H -1.31445 -0.19644 -2.71347
8 H -1.55886 1.36459 -0.75621
9 H 1.20639 0.33035 -0.47453
10 H 0.95639 2.03363 1.90904
11 H 0.13594 -2.55335 0.38735
12 H -1.43222 -0.38258 1.03612
13 N -0.55464 0.33001 -2.24901
14 N 1.18149 0.06055 2.06663
15 N 1.17271 -1.23398 1.50384

Cartesian forces (eV/Å) of the 3 atoms listed first:
C -1.6 0.2 -0.8
C -1.2 -0.1 -1.0
C 1.5 0.0 -0.6

Output
Relative energy (zero: lowest compared OMol25 entry of this formula, charge and spin)   123.3 kcal/mol
Net charge   0
SMILES string   NC1[C@H]2C=NN=C[C@H]12
Kohn-Sham gap   9.7462 eV
M   109.132 g/mol

The computed Mulliken charges, all in e, follow: number 1, C, carries 0.011; number 2, C, carries -0.140; number 3, C, carries -0.518; number 4, C, carries -0.224; number 5, C, carries -0.211; number 6, H, carries 0.245; number 7, H, carries 0.258; number 8, H, carries 0.367; number 9, H, carries 0.372; number 10, H, carries 0.412; number 11, H, carries 0.408; number 12, H, carries 0.339; number 13, N, carries -0.617; number 14, N, carries -0.324; number 15, N, carries -0.379


5.
A 2-piece molecular cluster, C5H7N3 overall, computed with ωB97M-V/def2-TZVPD.

Element x y z (Å)
1 C -2.37464 -1.08124 -0.00905
2 C -0.98720 1.31331 -0.39444
3 C 0.45924 1.85133 0.16455
4 C 0.69550 0.30686 0.51547
5 C 1.90315 -0.38120 -0.00154
6 H -2.61539 0.40534 -0.03550
7 H -3.17486 -1.76788 0.07784
8 H -1.10528 1.45186 -1.57080
9 H -1.87674 1.62014 0.24698
10 H 0.82027 2.21304 -0.80695
11 H 0.54693 2.50122 0.97219
12 H 0.86306 0.21810 1.50853
13 N -1.06864 -1.31616 0.18722
14 N -0.40656 -0.11808 -0.13981
15 N 2.67031 -1.23664 -0.33916

Cartesian forces (eV/Å) of the 3 atoms listed first:
C 3.6 4.2 1.1
C 1.1 -0.7 -0.2
C -1.8 -3.2 -3.2

Output
Relative energy (zero: lowest compared OMol25 entry of this formula, charge and spin)   163.4 kcal/mol
Net charge   0
Kohn-Sham gap   9.5937 eV
M   109.132 g/mol

The computed Mulliken charges, all in e, follow: number 1, C, carries -0.293; number 2, C, carries -0.599; number 3, C, carries -0.595; number 4, C, carries 0.144; number 5, C, carries 0.051; number 6, H, carries 0.079; number 7, H, carries 0.374; number 8, H, carries 0.304; number 9, H, carries 0.357; number 10, H, carries 0.252; number 11, H, carries 0.374; number 12, H, carries 0.263; number 13, N, carries -0.627; number 14, N, carries 0.392; number 15, N, carries -0.474


6.
One molecule with the formula C5H7N3, computed with ωB97M-V/def2-TZVPD.

Element x y z (Å)
1 C -2.21917 0.47026 -0.40306
2 C -2.17230 -0.91735 -0.09420
3 C -1.03946 1.00939 0.01193
4 C -0.96003 -1.25401 0.41246
5 C 2.93994 0.05381 -0.49215
6 N -0.29067 -0.07124 0.51935
7 N 1.83277 -0.42310 -0.06595
8 N 1.07715 0.21443 0.80008
9 H -3.11414 1.04120 -0.53235
10 H -2.88296 -1.60056 -0.49777
11 H -0.50787 1.94103 0.03524
12 H 3.54363 -0.56323 -1.12379
13 H 3.20506 1.07390 -0.23475
14 H -0.61180 -2.17523 0.80566
15 H 1.19985 1.20070 0.85930

Cartesian forces (eV/Å) of the 3 atoms listed first:
C -0.2 0.4 1.1
C -0.6 0.0 -1.3
C 1.2 -2.2 0.6

Output
Relative energy (zero: lowest compared OMol25 entry of this formula, charge and spin)   92.5 kcal/mol
Net charge   0
SMILES string   C=NNn1cccc1
Kohn-Sham gap   9.4443 eV
M   109.132 g/mol

The computed Mulliken charges, all in e, follow: number 1, C, carries -0.616; number 2, C, carries -0.542; number 3, C, carries -0.190; number 4, C, carries -0.105; number 5, C, carries -0.352; number 6, N, carries 0.321; number 7, N, carries -0.284; number 8, N, carries -0.415; number 9, H, carries 0.365; number 10, H, carries 0.392; number 11, H, carries 0.287; number 12, H, carries 0.270; number 13, H, carries 0.211; number 14, H, carries 0.408; number 15, H, carries 0.250